Entry one
Computed, not measured: C6H13N3 in the gas phase, with ωB97M-V/def2-TZVPD.

Atoms and positions in Å:
C: -3.02871 -0.24823 -0.45263
C: -1.87249 0.24172 0.49414
C: -0.58530 -0.16793 -0.00840
C: 2.48039 -1.00436 0.33864
C: 3.66160 -0.18756 -0.13072
C: 2.78022 1.06797 -0.06575
H: -4.95314 -0.59252 0.18942
H: -4.78441 1.01259 0.03675
H: -2.91906 0.23736 -1.44408
H: -2.95538 -1.25244 -0.73870
H: -2.08414 -0.22937 1.51397
H: -1.87533 1.33444 0.49708
H: -0.47839 -1.14495 -0.53280
H: 2.37892 -1.93313 -0.21694
H: 2.37756 -1.06104 1.42781
H: 3.74372 -0.40193 -1.19918
H: 4.67232 -0.18411 0.32220
H: 2.94814 1.93496 -0.80862
H: 2.72185 1.66964 0.85695
N: -4.27274 0.14995 0.08103
N: 0.41909 0.64557 0.09494
N: 1.62527 0.11337 -0.25512

Computed properties:
total charge: 0
E_LUMO: 1.123 eV
HOMO-LUMO gap: 9.00 eV

=====

Entry two
Computed, not measured: C6H13N3 as an isolated structure, with ωB97M-V/def2-TZVPD.

Atoms and positions in Å:
C: -0.64987 -2.31807 1.38743
C: -0.48151 1.84805 0.72271
C: -0.47065 2.74848 1.93651
C: 1.81687 -1.77839 -1.36100
C: -0.67375 -0.10804 -1.54545
C: 1.05334 -1.12527 -0.23942
N: -0.02380 -2.52782 0.29566
N: 0.25530 0.80891 0.66331
N: 0.17834 -0.05999 -0.40837
H: -1.31498 -3.18910 1.62750
H: -0.79598 -1.44910 2.05973
H: -1.38641 2.00862 0.08638
H: 0.56815 3.05982 2.18743
H: -0.87291 2.40602 2.79449
H: -1.10002 3.46100 1.62099
H: 2.41065 -2.50871 -0.76333
H: 1.23894 -2.38652 -2.03872
H: 2.57697 -1.15558 -1.74086
H: -0.91586 -1.13702 -1.99723
H: -1.69155 0.23875 -1.19649
H: -0.37916 0.64716 -2.24595
H: 1.61958 -1.06216 0.70941

Computed properties:
total charge: 0
E_LUMO: 0.981 eV
HOMO-LUMO gap: 8.51 eV

=====

Stability summary - winner: entry one; margin: 23.9 kcal/mol.

=====

Entry one
Computed, not measured: an isolated ion of composition C2H2O2P and charge -1, with ωB97M-V/def2-TZVPD.

Atoms and positions in Å:
C: 0.81108 -1.41085 -0.23469
C: -1.83942 -0.22450 -2.38245
O: -1.80072 -1.25159 -2.98576
O: -2.31762 0.86093 -2.41493
P: -0.38289 -0.31333 -0.77879
H: 1.21858 -0.83727 0.62496
H: -0.16469 0.93396 -0.26762

Computed properties:
total charge: -1
E_LUMO: 4.315 eV
HOMO-LUMO gap: 8.34 eV

=====

Entry two
Computed, not measured: an isolated ion of composition C2H2O2P and charge -1, with ωB97M-V/def2-TZVPD.

Atoms and positions in Å:
C: 0.89713 -0.41553 -1.23371
C: -1.40485 0.04462 0.34502
O: -1.91571 -0.62682 -0.51165
O: -1.55974 0.88068 1.14816
P: 0.64459 -0.36423 0.34438
H: 1.88319 0.00502 -1.44143
H: 1.45540 0.47626 1.34923

Computed properties:
total charge: -1
E_LUMO: 4.440 eV
HOMO-LUMO gap: 8.11 eV

=====

Stability summary - winner: entry one; margin: 9.1 kcal/mol.

=====

Entry one
Computed, not measured: a 5-piece molecular cluster, CH13NO4 overall, with ωB97M-V/def2-TZVPD.

Atoms and positions in Å:
C: 1.25307 0.24554 1.52040
N: 0.07428 -0.67625 1.23171
H: 1.96325 0.16321 0.70326
H: 0.95400 1.29905 1.55301
H: 1.56835 -0.00716 2.52763
H: -0.53650 -0.06950 0.68434
H: -0.43488 -0.64945 2.11773
H: 0.86672 -2.11952 0.31866
H: 1.79549 -3.29442 -0.29682
O: 0.99568 -2.81558 -0.35245
H: -0.16227 -0.77292 -3.12035
H: 0.48631 -1.49052 -1.90085
O: 0.55965 -0.75326 -2.49376
H: -3.39003 1.62390 1.55430
H: -4.96704 1.68238 1.67974
O: -4.24005 1.39218 1.15340
H: 0.67737 1.46822 -2.52015
H: 1.52493 2.40559 -1.77505
O: 1.01167 2.36848 -2.58476

Computed properties:
total charge: 0
E_LUMO: 0.293 eV
HOMO-LUMO gap: 11.14 eV

=====

Entry two
Computed, not measured: a 6-piece molecular cluster, CH13NO4 overall, with ωB97M-V/def2-TZVPD.

Atoms and positions in Å:
C: -0.88833 0.67835 -1.08803
N: -0.70684 -0.75746 -0.92210
H: -0.42732 1.30881 -0.23450
H: -1.94733 0.90986 -1.21036
H: -0.36543 0.93550 -1.97427
H: 0.29722 -0.83372 -0.64992
H: -1.26919 -1.04254 -0.07594
H: 3.67414 1.39384 -1.82018
H: 2.30697 1.03750 -1.87279
O: 3.00753 1.52869 -2.51899
H: 1.96709 0.51351 -0.44351
H: 1.48960 -1.01683 0.88997
O: 1.10263 -1.93313 1.04744
H: -1.95587 0.16242 1.71007
H: -1.58406 -2.17982 2.21059
O: -1.46089 -1.50202 1.58627
H: 0.16482 -1.77256 1.26151
H: -1.57452 1.44039 2.46952
O: -1.83021 1.12919 1.63521

Computed properties:
total charge: 0
E_LUMO: -5.895 eV
HOMO-LUMO gap: 3.97 eV

=====

Stability summary - winner: entry one; margin: 208.9 kcal/mol.

=====

Entry one
Computed, not measured: C3H3NS2 in the gas phase, with ωB97M-V/def2-TZVPD.

Atoms and positions in Å:
C: 0.68418 0.46017 -0.65077
C: 2.40068 1.15558 -0.50514
C: -1.11533 -0.93876 0.34280
N: -0.16519 -0.07997 -0.06667
S: -1.07734 -2.42766 -0.30680
S: -2.36704 -0.10689 1.46943
H: 2.15314 2.27587 -0.43457
H: 2.91477 0.64253 -1.33952
H: -3.42786 -0.98088 1.49124

Computed properties:
total charge: 0
E_LUMO (alpha / beta): -1.549 / -1.549 eV
HOMO-LUMO gap (alpha / beta): 6.68 / 6.65 eV

=====

Entry two
Computed, not measured: a 2-piece molecular cluster, C3H3NS2 overall, with ωB97M-V/def2-TZVPD.

Atoms and positions in Å:
C: 1.04906 -0.85022 0.67762
C: 1.10652 0.06657 -0.22663
C: -2.13593 0.19658 0.06766
N: 0.98281 1.03825 -0.91198
S: -2.19974 1.67522 0.33951
S: -2.37015 -1.21920 -0.48771
H: 1.32509 -0.60528 1.69333
H: 0.62095 -1.80078 0.37444
H: 1.62138 1.49887 -1.52625

Computed properties:
total charge: 0
E_LUMO: 0.064 eV
HOMO-LUMO gap: 8.81 eV

=====

Stability summary - winner: entry two; margin: 85.4 kcal/mol.

=====

Entry one
Computed, not measured: C3H3NS2 in the gas phase, with ωB97M-V/def2-TZVPD.

Atoms and positions in Å:
C: 0.35662 0.06366 -0.36705
C: -0.88236 0.27326 0.50971
C: 1.31397 1.15571 -0.16238
H: 1.67864 -1.19990 1.14977
H: -0.04356 -0.04118 -1.39430
H: -0.64643 0.23165 1.55293
N: 1.97534 2.08262 0.07139
S: 1.16732 -1.55090 -0.02192
S: -2.38891 0.14310 -0.08370

Computed properties:
total charge: 0
E_LUMO: -1.166 eV
HOMO-LUMO gap: 8.39 eV

=====

Entry two
Computed, not measured: a 2-piece molecular cluster, C3H3NS2 overall, with ωB97M-V/def2-TZVPD.

Atoms and positions in Å:
C: 1.95883 -0.15632 0.24274
C: -1.06245 -0.67949 0.27015
C: -1.54607 0.45292 -0.14931
N: 1.24080 0.44125 -0.48107
S: 2.98238 -0.91645 1.14054
S: -0.93856 -1.86227 1.21595
H: -2.66159 0.62163 -0.25792
H: -0.98360 1.24784 -0.64919
H: 1.01026 0.85088 -1.33189

Computed properties:
total charge: 0
E_LUMO: -0.212 eV
HOMO-LUMO gap: 8.28 eV

=====

Stability summary - winner: entry one; margin: 23.2 kcal/mol.

=====

Entry one
Computed, not measured: C3H3NS2 in the gas phase, with ωB97M-V/def2-TZVPD.

Atoms and positions in Å:
C: 2.28224 -1.06207 -0.08075
C: 0.02196 0.32050 -0.07016
C: -1.22684 0.76625 0.02757
N: 2.66302 0.13157 0.09280
S: 0.60277 -1.43964 0.02714
S: 1.58685 1.37000 -0.01806
H: 3.07665 -1.90554 -0.19432
H: -1.38241 1.72927 0.28666
H: -1.97200 0.04649 -0.21786

Computed properties:
total charge: 0
E_LUMO: 0.677 eV
HOMO-LUMO gap: 8.86 eV

=====

Entry two
Computed, not measured: C3H3NS2 in the gas phase, with ωB97M-V/def2-TZVPD.

Atoms and positions in Å:
C: -0.78906 1.29893 -0.06649
C: -2.46881 -0.07712 -0.02257
C: 0.19724 -0.78788 0.01110
N: 0.19570 0.57834 -0.03157
S: -3.94286 0.50856 0.02140
S: -1.63494 -1.49481 -0.02674
H: -0.90695 2.35825 -0.08337
H: 0.70356 -1.23402 -0.84599
H: 0.62149 -1.17126 0.93834

Computed properties:
total charge: 0
E_LUMO: 0.263 eV
HOMO-LUMO gap: 8.05 eV

=====

Stability summary - winner: entry one; margin: 23.0 kcal/mol.

=====

Entry one
Computed, not measured: a 2-piece molecular cluster, C2H2N2O2S2 overall, with ωB97M-V/def2-TZVPD.

Atoms and positions in Å:
C: -1.43645 0.22125 -0.93570
C: 1.22342 0.69692 -0.29938
N: -1.51789 0.73135 0.12021
N: -1.54821 1.47985 1.09852
O: 1.15525 -1.77083 -1.74932
O: 1.46977 -1.88685 0.71648
S: 1.40943 1.22281 1.17176
S: 1.93190 -1.40678 -0.57284
H: -0.74440 -0.37352 -1.58901
H: -1.94283 1.08580 2.03927

Computed properties:
total charge: 0
E_LUMO: -2.008 eV
HOMO-LUMO gap: 7.21 eV

=====

Entry two
Computed, not measured: C2H2N2O2S2 as an isolated structure, with ωB97M-V/def2-TZVPD.

Atoms and positions in Å:
C: 0.33461 -0.65874 -0.12167
C: -0.50499 0.55297 -0.03230
N: 1.59055 -0.37178 -0.14466
N: -1.82162 0.29162 0.04939
O: -0.46415 -1.91971 0.00881
O: 0.07714 1.62968 -0.08437
S: 3.28782 -0.69126 0.01723
S: 2.29021 1.17105 0.02268
H: -2.10933 -0.77427 0.03311
H: -2.68024 0.77044 0.25178

Computed properties:
total charge: 0
E_LUMO: -0.670 eV
HOMO-LUMO gap: 8.72 eV

=====

Stability summary - winner: entry two; margin: 62.8 kcal/mol.